{"formula": "C3H3ClFNO", "method": "the ωB97M-V functional and the def2-TZVPD basis", "species": ["O", "N", "C", "C", "Cl", "C", "F", "H", "H", "H"], "xyz": [[-2.3199, -1.0612, -0.0353], [-1.2594, -0.1971, -0.1766], [-0.1465, -0.7878, -0.0583], [1.1410, -0.0475, -0.0307], [2.6617, -0.8612, -0.0721], [1.1363, 1.2883, -0.0059], [0.0502, 2.0725, -0.0730], [-3.0871, -0.4838, 0.1758], [-0.2013, -1.8372, 0.1915], [2.0250, 1.9150, 0.0846]], "atomic_forces_ev_per_a": [[-0.7933, -0.0505, 0.3536], [0.0300, 0.9818, -0.1334], [0.2658, -0.5315, 0.4929], [-1.5098, 0.9317, -0.3918], [-0.2811, -0.1530, 0.1312], [0.7854, 0.7715, 0.0373], [0.2139, -0.6605, 0.1497], [0.8383, -0.4216, -0.4164], [0.5073, -0.4260, -0.1041], [-0.0565, -0.4420, -0.1189]], "smiles": "O/N=C/C(Cl)=C\\F", "e_tot_ha": -806.07045, "relative_energy_kcal_mol": 56.0}

=====

{"formula": "C3H3ClN2", "method": "the ωB97M-V functional and the def2-TZVPD basis", "species": ["Cl", "C", "N", "C", "C", "N", "H", "H", "H"], "xyz": [[-3.6778, -0.1877, 0.0063], [-1.9822, 0.2358, -0.0618], [-1.4840, 1.4782, -0.0014], [-0.0980, 1.2969, 0.0185], [0.1684, -0.0661, 0.0145], [-1.0095, -0.7131, -0.0483], [0.4996, 2.1000, 0.0505], [1.1197, -0.6655, 0.1322], [-1.3231, -1.6478, 0.1966]], "atomic_forces_ev_per_a": [[1.0689, 0.2130, -0.1283], [0.3268, 2.2245, 0.4593], [-0.2869, -1.9379, -0.4640], [-3.3012, -4.0643, -0.0607], [2.8690, 0.2016, 0.5469], [-2.5647, -0.2708, 0.2118], [2.2346, 2.5135, 0.0794], [-1.3026, 1.0776, -0.3302], [0.9561, 0.0428, -0.3143]], "smiles": "Clc1ncc[nH]1", "e_tot_ha": -685.80801, "relative_energy_kcal_mol": 4.7}

=====

{"formula": "C3H3ClN2", "method": "the ωB97M-V functional and the def2-TZVPD basis", "species": ["C", "C", "C", "N", "N", "Cl", "H", "H", "H"], "xyz": [[-1.0408, 0.4418, -0.0160], [-0.7517, -0.9360, 0.2858], [1.2122, 0.9782, -0.1226], [0.0084, 1.1534, -0.2810], [0.4109, -1.4214, 0.3845], [2.5576, 1.2364, -1.0584], [-2.0026, 0.9019, 0.0804], [-1.5824, -1.5914, 0.5054], [1.1886, -0.7629, 0.2219]], "atomic_forces_ev_per_a": [[-0.6630, -1.5970, 1.6651], [-0.8123, 0.2357, 0.6557], [0.0760, -1.5530, 0.7268], [0.9531, 3.5608, -2.1172], [0.6513, -1.5686, 0.0939], [0.8565, 1.1583, -0.6161], [-0.3877, -0.0008, -0.3994], [-0.3279, -0.1942, -0.2461], [-0.3460, -0.0410, 0.2372]], "e_tot_ha": -685.64904, "relative_energy_kcal_mol": 0.9, "s_squared": 2.03, "spin_multiplicity": 3}

=====

{"formula": "C3H3ClN2OS", "method": "the ωB97M-V functional and the def2-TZVPD basis", "species": ["O", "N", "N", "C", "Cl", "C", "C", "S", "H", "H", "H"], "xyz": [[-2.0589, 0.1154, -0.4860], [-0.8832, -0.1428, 0.0626], [-0.0448, -1.0176, -0.5788], [1.2065, -0.7732, -0.2468], [2.5825, -1.5415, -0.9491], [1.1776, 0.3003, 0.6598], [-0.1904, 0.7020, 0.7107], [-0.9984, 2.1934, 1.0571], [-2.2447, 1.1069, -0.2597], [-0.5439, -1.8804, -1.0109], [1.9977, 0.9375, 1.0411]], "atomic_forces_ev_per_a": [[-1.7603, 0.1047, -0.8255], [-0.0109, -3.0481, -1.3235], [-3.8518, -3.2254, -2.8751], [1.7532, 2.0723, 2.0084], [-0.9007, 0.0103, 0.3977], [0.9057, -0.1624, -0.7196], [1.2369, 4.3543, 2.1927], [0.7016, -0.4824, 0.3285], [0.8486, -0.8043, 0.1812], [1.7116, 2.0536, 1.0244], [-0.6339, -0.8725, -0.3892]], "smiles": "On1[nH]c(Cl)cc1=S", "e_tot_ha": -1159.13100, "relative_energy_kcal_mol": 68.6}

=====

Copy entry 4 word for word.
{"formula": "C3H3ClN2OS", "method": "the ωB97M-V functional and the def2-TZVPD basis", "species": ["O", "N", "N", "C", "Cl", "C", "C", "S", "H", "H", "H"], "xyz": [[-2.0589, 0.1154, -0.4860], [-0.8832, -0.1428, 0.0626], [-0.0448, -1.0176, -0.5788], [1.2065, -0.7732, -0.2468], [2.5825, -1.5415, -0.9491], [1.1776, 0.3003, 0.6598], [-0.1904, 0.7020, 0.7107], [-0.9984, 2.1934, 1.0571], [-2.2447, 1.1069, -0.2597], [-0.5439, -1.8804, -1.0109], [1.9977, 0.9375, 1.0411]], "atomic_forces_ev_per_a": [[-1.7603, 0.1047, -0.8255], [-0.0109, -3.0481, -1.3235], [-3.8518, -3.2254, -2.8751], [1.7532, 2.0723, 2.0084], [-0.9007, 0.0103, 0.3977], [0.9057, -0.1624, -0.7196], [1.2369, 4.3543, 2.1927], [0.7016, -0.4824, 0.3285], [0.8486, -0.8043, 0.1812], [1.7116, 2.0536, 1.0244], [-0.6339, -0.8725, -0.3892]], "smiles": "On1[nH]c(Cl)cc1=S", "e_tot_ha": -1159.13100, "relative_energy_kcal_mol": 68.6}